# 1
C17H20N2O5S | ωB97M-V with the def2-TZVPD basis set

Structure (XYZ):
```
45
Properties=species:S:1:pos:R:3:forces:R:3:nbo_charge:R:1
O 1.834446 -2.224499 -3.033941 -0.1 -0.3 0.0 -0.61
C 1.874403 -1.028516 -2.830905 0.0 0.3 0.0 0.64
N 2.864879 -0.231780 -3.292150 0.1 0.3 -0.1 -0.60
C 4.025231 -0.761015 -3.985054 0.2 0.1 0.1 -0.28
C 5.262846 -0.600129 -3.165998 -0.1 -0.9 0.3 0.25
C 5.828666 -1.395768 -2.213766 -0.3 0.3 -0.5 -0.29
C 6.970489 -0.701250 -1.744463 0.1 0.5 -0.2 -0.31
C 7.009885 0.465119 -2.441712 0.5 -0.4 0.7 0.09
O 5.979963 0.539493 -3.301194 -0.3 0.2 -0.4 -0.40
C 0.799867 -0.308905 -2.074563 -0.2 0.0 0.2 -0.04
C -0.513466 -0.741164 -2.239409 0.2 0.0 0.0 -0.18
C -1.542142 -0.119047 -1.554666 -0.1 -0.1 -0.1 -0.19
C -1.245143 0.920683 -0.695622 -0.4 0.3 0.3 -0.34
S -2.556218 1.690043 0.254683 0.1 0.0 0.5 2.33
O -2.154521 3.018496 0.608578 0.3 -0.2 0.0 -0.93
O -3.803179 1.480428 -0.416930 0.1 -0.3 -0.1 -0.94
N -2.612574 0.827601 1.663142 -0.1 0.6 -0.6 -0.87
C -3.069857 -0.537512 1.627735 -0.2 -0.7 0.3 -0.25
C -3.735604 -0.906248 2.963146 -0.2 -0.1 -0.6 0.09
C -4.894465 0.040636 3.316828 0.2 -0.1 0.1 -0.44
C -4.274658 0.972895 4.356458 0.1 -0.2 0.1 -0.43
C -3.262253 0.047113 5.025106 -0.2 0.2 0.4 -0.06
O -2.769351 -0.798305 4.001059 0.2 0.0 -0.2 -0.54
C 0.054046 1.346319 -0.500247 0.1 0.2 0.0 -0.18
C 1.082327 0.734478 -1.196331 -0.1 -0.1 -0.1 -0.23
H 2.848555 0.756964 -3.100562 -0.1 -0.1 0.0 0.40
H 4.146699 -0.242723 -4.941081 0.0 -0.2 0.0 0.22
H 3.822875 -1.820739 -4.156193 0.1 0.2 -0.1 0.26
H 5.476218 -2.354811 -1.894967 -0.1 -0.2 0.0 0.23
H 7.661565 -1.029012 -0.995682 0.2 0.0 0.1 0.23
H 7.692509 1.291222 -2.422202 0.0 0.2 -0.1 0.20
H -0.706991 -1.565058 -2.909112 0.0 -0.1 0.0 0.24
H -2.571203 -0.414153 -1.683369 -0.1 -0.1 -0.1 0.24
H -1.846695 0.996853 2.294134 0.2 0.2 0.0 0.41
H -3.802482 -0.597622 0.822114 0.0 -0.2 0.1 0.23
H -2.248746 -1.239889 1.429127 -0.1 0.1 0.0 0.19
H -4.070311 -1.951303 2.899045 0.0 0.2 0.0 0.18
H -5.722103 -0.521444 3.750041 0.0 0.0 0.0 0.21
H -5.244213 0.575846 2.437970 -0.1 0.0 0.0 0.23
H -3.766160 1.798320 3.859488 0.0 0.0 0.1 0.22
H -5.001890 1.367745 5.061907 0.0 0.1 0.0 0.22
H -3.748470 -0.561972 5.801631 0.1 0.1 0.0 0.16
H -2.411184 0.568205 5.467578 -0.1 0.0 0.0 0.19
H 0.236654 2.162381 0.181271 0.1 0.1 0.1 0.24
H 2.101756 1.052019 -1.030922 0.1 0.0 0.0 0.22
```
Forces are in eV/Å.

Results
- Kohn-Sham gap: 9.09 eV
- Lowest unoccupied orbital energy: 0.213 eV
- Energy relative to the best compared isomer or geometry (same formula, charge and spin): 39.0 kcal per mole
- Total energy: -1543.688545 Eh
- Structure (SMILES): O=C(NCc1ccco1)c1ccc(S(=O)(=O)NC[C@@H]2CCCO2)cc1

***

# 2
C5H15N2 | ωB97M-V with the def2-TZVPD basis set

Structure (XYZ):
```
22
Properties=species:S:1:pos:R:3:forces:R:3:nbo_charge:R:1
C -0.013455 -1.956523 1.350464 -0.8 0.3 -0.2 -0.58
C 0.977360 -0.792716 1.058510 0.1 -1.4 -1.4 -0.57
C 0.699732 -0.144870 -0.242964 0.9 2.6 3.1 0.42
C -0.508814 0.706424 -0.454877 -0.2 -0.5 -0.9 -0.56
C -0.612095 1.936601 0.502494 0.0 0.2 1.1 -0.28
N 0.539289 2.799753 0.568714 -0.7 -0.5 -2.0 -0.21
N -0.736305 -1.349706 -2.447149 -0.6 0.2 0.3 -0.98
H -1.041280 -1.592938 1.423623 0.1 0.0 0.1 0.22
H 0.008114 -2.629973 0.494825 0.2 -0.3 0.2 0.24
H 0.945705 -0.037166 1.859949 -0.4 0.3 -0.1 0.32
H 1.997155 -1.179126 1.074584 0.0 0.1 -0.1 0.28
H -1.336600 -2.056486 -2.013505 0.4 0.1 -0.2 0.39
H 1.626869 0.164510 -0.737816 -0.3 -0.8 -1.0 0.23
H -0.595272 1.083986 -1.474659 0.2 -0.2 0.0 0.30
H -1.416364 0.118134 -0.276507 0.0 0.1 0.1 0.32
H -0.822623 1.558087 1.522974 0.2 0.1 0.0 0.32
H -1.478972 2.555552 0.268645 0.0 -0.1 -0.2 0.30
H 0.460035 3.726624 0.142021 -0.2 0.5 0.7 0.45
H 1.446290 2.414809 0.347116 0.7 -0.2 0.7 0.41
H 0.095885 -1.177169 -1.869970 0.1 -0.4 -0.4 0.30
H -0.465487 -1.677367 -3.369501 0.2 -0.1 0.1 0.42
H 0.230834 -2.470439 2.273030 0.2 0.0 0.0 0.28
```
Forces are in eV/Å.

Results
- Expectation value of S²: 0.759
- Kohn-Sham gap (alpha / beta): 5.98 / 4.76 eV
- 2S+1: 2
- Lowest unoccupied orbital energy (alpha / beta): -11.814 / -13.153 eV
- Net charge: +2
- Energy relative to the best compared isomer or geometry (same formula, charge and spin): 108.5 kcal per mole
- Total energy: -308.165256 Eh

***

# 3
C2H4P2S | ωB97M-V with the def2-TZVPD basis set

Structure (XYZ):
```
9
Properties=species:S:1:pos:R:3:forces:R:3:nbo_charge:R:1
C 0.143095 -0.391749 0.334013 0.8 0.7 -1.9 -0.73
C -1.054913 0.169928 -0.382906 -1.7 -0.3 -1.8 -0.64
P 1.664620 0.502850 -0.259939 1.9 -0.6 -0.2 0.21
P 3.404307 -0.426059 0.292190 -1.7 0.6 -0.4 0.02
S -1.684820 1.656028 0.329629 -0.2 0.5 0.1 0.13
H 0.246349 0.065302 1.259333 -0.6 0.3 2.4 0.24
H 0.199281 -1.439599 0.392202 0.2 -1.3 0.0 0.24
H -0.975764 0.386499 -1.507225 0.5 -0.3 1.4 0.26
H -1.942152 -0.523196 -0.457296 0.8 0.3 0.5 0.27
```
Forces are in eV/Å.

Results
- Kohn-Sham gap (alpha / beta): 7.74 / 6.18 eV
- Lowest unoccupied orbital energy (alpha / beta): -1.454 / -2.082 eV
- Energy relative to the best compared isomer or geometry (same formula, charge and spin): 75.4 kcal per mole
- Total energy: -1159.367351 Eh

***

# 4
C4H8O3 | ωB97M-V with the def2-TZVPD basis set

Structure (XYZ):
```
15
Properties=species:S:1:pos:R:3:forces:R:3:nbo_charge:R:1
C 1.040098 2.477780 0.187029 0.1 0.2 -0.1 -0.26
O 0.718276 1.218066 0.782121 -0.1 -0.1 0.0 -0.50
C 0.055862 0.355764 0.003571 -0.1 0.0 -0.3 0.81
O -0.288773 0.613854 -1.132401 0.2 -0.1 0.5 -0.63
C -0.191936 -0.956579 0.706469 0.0 0.0 0.0 -0.54
C -0.563367 -2.060134 -0.280079 0.3 -0.1 0.2 -0.06
O -1.777942 -1.796805 -0.934677 -0.1 0.1 -0.2 -0.72
H 0.133247 3.027160 -0.080544 0.1 -0.1 0.0 0.20
H 1.605199 3.016283 0.948209 -0.1 0.0 -0.2 0.20
H 1.646664 2.326762 -0.710006 -0.1 0.0 0.1 0.20
H 0.697177 -1.212272 1.292208 -0.1 0.0 -0.1 0.24
H -1.012130 -0.809784 1.418443 0.1 0.0 -0.1 0.24
H 0.259049 -2.199235 -0.997294 -0.1 0.0 0.1 0.16
H -0.694074 -3.000991 0.262059 0.0 0.1 -0.1 0.18
H -1.627351 -0.999869 -1.465108 -0.1 -0.1 0.1 0.49
```
Forces are in eV/Å.

Results
- Kohn-Sham gap: 11.13 eV
- Lowest unoccupied orbital energy: 0.824 eV
- Energy relative to the best compared isomer or geometry (same formula, charge and spin): 17.4 kcal per mole
- Total energy: -382.937106 Eh
- Structure (SMILES): COC(=O)CCO

***

# 5
C22H24N4PtS3Te | ωB97M-V with the def2-TZVPD basis set

Structure (XYZ):
```
55
Properties=species:S:1:pos:R:3:forces:R:3:nbo_charge:R:1
Pt 0.302725 -0.383653 -0.944607 0.0 1.9 -0.1 0.61
C 3.753525 -0.152453 -2.708307 0.1 0.1 0.1 -0.67
C 2.868325 -1.329953 -2.864807 0.9 -0.7 -0.1 0.14
N 1.590325 -1.325553 -2.692007 -0.5 0.3 1.0 -0.48
C 1.017125 -2.553853 -2.902807 0.6 -0.8 -0.3 0.11
C 1.906325 -3.534253 -3.230007 0.0 0.4 0.1 -0.41
S 3.506925 -2.912353 -3.272007 -0.7 0.8 0.1 0.44
C -0.421975 -2.655653 -2.769707 -0.9 -0.7 -0.2 0.08
C -1.214675 -3.747653 -2.971107 0.0 0.3 0.1 -0.41
S -2.868175 -3.342653 -2.743407 0.5 0.5 0.0 0.42
C -2.388275 -1.693953 -2.407307 -0.3 -0.8 -0.2 0.12
N -1.111975 -1.518553 -2.438907 -0.2 0.1 -0.5 -0.50
C -3.383175 -0.631553 -2.168207 -0.2 0.2 0.2 -0.67
H 3.193225 0.662147 -2.248407 0.1 -0.1 0.0 0.25
H 4.135625 0.170747 -3.678307 0.0 0.0 0.0 0.24
H 4.608025 -0.407153 -2.082807 0.0 0.1 0.1 0.25
H 1.723725 -4.569353 -3.430707 -0.1 -0.2 0.0 0.25
H -0.929775 -4.748353 -3.225007 0.1 -0.2 -0.1 0.24
H -4.388375 -1.016353 -2.301307 -0.2 0.0 0.0 0.22
H -3.204875 0.189747 -2.862607 -0.1 0.0 0.0 0.24
H -3.272475 -0.233953 -1.157707 0.0 0.0 -0.1 0.27
C -0.976675 0.152147 6.407393 0.0 0.0 0.0 -0.62
C -0.458375 -0.253753 5.060793 0.0 0.0 -0.1 0.00
C -0.528075 -1.568953 4.633893 0.0 0.1 0.1 -0.26
C 0.014625 -1.968453 3.423393 0.0 -0.2 -0.1 0.06
C -0.127975 -3.396653 2.997693 0.0 -0.1 0.0 -0.65
C 0.647525 -1.029353 2.612993 0.3 -0.1 -0.3 -0.28
Te 1.614325 -1.664653 0.816993 -0.3 -0.2 0.2 -0.04
C 0.704125 0.305747 3.006793 0.1 0.2 0.0 -0.01
C 1.395425 1.341547 2.176293 0.0 0.1 -0.1 -0.64
C 0.141725 0.671347 4.220593 -0.1 0.0 0.1 -0.23
H -1.599875 -0.629853 6.834393 -0.1 0.0 0.1 0.21
H -1.553075 1.072347 6.341293 -0.1 0.1 0.1 0.22
H -0.145475 0.332147 7.090593 0.0 0.0 0.1 0.22
H -1.014675 -2.305653 5.257693 -0.1 -0.1 0.1 0.20
H -0.595375 -3.998453 3.773593 -0.1 0.0 0.1 0.20
H 0.840325 -3.835053 2.757693 -0.1 -0.1 -0.1 0.22
H -0.750575 -3.441453 2.104293 0.0 -0.1 -0.1 0.22
H 1.044825 1.298147 1.142493 0.1 0.1 0.1 0.23
H 2.472725 1.161647 2.166993 0.0 0.0 -0.1 0.22
H 1.210025 2.338947 2.565393 0.0 0.1 0.1 0.21
H 0.180025 1.708447 4.522693 0.0 0.2 0.0 0.20
C -1.391475 5.658047 -1.842007 0.0 0.0 0.0 -0.65
C -0.874675 4.258247 -1.844607 0.4 0.0 -0.4 0.29
C 0.133725 3.863947 -2.736107 -0.1 -0.1 0.2 -0.35
C 0.579125 2.560747 -2.636307 0.1 0.3 -0.2 0.10
N 0.072025 1.718847 -1.751407 -0.7 -0.4 0.3 -0.57
C -0.912775 2.173747 -0.935507 0.3 0.4 -0.5 0.24
S -1.529375 1.042847 0.174493 1.3 -1.4 0.2 -0.08
N -1.384975 3.416547 -0.967807 -0.3 0.1 0.3 -0.49
H -0.557775 6.358547 -1.838807 0.0 0.1 0.0 0.22
H -2.013975 5.818547 -0.968207 0.0 0.0 0.0 0.24
H -1.980475 5.841647 -2.739107 -0.1 0.1 -0.1 0.23
H 0.555325 4.551247 -3.452107 0.0 0.0 -0.1 0.22
H 1.367625 2.181447 -3.276407 0.0 0.0 0.0 0.20
```
Forces are in eV/Å.

Results
- Kohn-Sham gap (alpha / beta): 5.93 / 5.72 eV
- Lowest unoccupied orbital energy (alpha / beta): -0.475 / -0.596 eV
- Total energy: -2653.667009 Eh

***

Question: Look up the total energy of the first one.
Answer: -1543.688545 Eh